52
Properties=species:S:1:pos:R:3 method="wB97M-V/def2-TZVPD" multiplicity=2 e_tot_ha=-2140.00625 homo_energy_ha="-0.4199 / -0.4363" total_charge=+1 orbital_gap_ha="0.26128 / 0.26927" e_lumo_ev="-4.32 / -4.55" e_above_lowest_kcal_mol=36.5
O -0.328 -1.291 -4.076
H -0.404 -1.028 -5.006
Ti -0.214 0.148 -0.979
N 1.252 -1.392 -1.253
N -1.064 -1.751 -0.259
N 0.409 2.148 -0.575
N -1.610 0.998 0.467
O 2.419 -1.117 -1.629
O 1.462 2.868 -1.157
O -2.489 0.330 1.229
O -2.068 -2.000 0.542
C -0.488 -2.864 -0.792
C 0.755 -2.655 -1.425
C -0.388 2.963 0.126
C -1.502 2.315 0.751
C 1.495 -3.637 -2.245
H 1.390 -3.389 -3.313
H 1.094 -4.641 -2.078
H 2.555 -3.614 -1.967
C -1.174 -4.161 -0.594
H -2.155 -4.146 -1.092
H -1.336 -4.345 0.479
H -0.568 -4.970 -1.018
C -0.021 4.387 0.293
C -2.350 2.997 1.769
H 0.607 4.733 -0.533
H 0.531 4.540 1.234
H -0.919 5.014 0.350
H -2.973 2.261 2.286
H -3.004 3.751 1.303
H -1.727 3.525 2.509
H 1.956 2.265 -1.738
H -2.344 -0.718 0.975
C -1.837 -0.085 -2.422
H -1.614 -0.700 -3.310
H -1.901 0.958 -2.770
H -2.788 -0.386 -1.965
O 0.632 0.593 -2.552
H 0.190 -0.541 -3.665
H 0.889 1.365 -3.091
C 2.054 1.065 4.419
N 1.650 0.311 3.244
C 1.815 -1.047 3.066
C 1.323 -1.335 1.818
N 0.864 -0.171 1.231
C 1.075 0.803 2.106
H 1.620 0.620 5.325
H 3.148 1.059 4.529
H 1.709 2.101 4.326
H 2.244 -1.693 3.814
H 1.285 -2.297 1.329
H 0.844 1.856 1.986